{"formula": "C43H75F5O27", "method": "ωB97M-V with the def2-TZVPD basis set", "total_charge": 1, "energy_ev": -114666.84856, "homo_lumo_gap_ev": [9.14, 2.73], "homo_ev": [-11.35, -11.35], "spin_multiplicity": 2, "elements": ["C", "C", "O", "C", "O", "O", "F", "H", "H", "H", "C", "C", "O", "C", "O", "O", "F", "H", "H", "H", "C", "C", "O", "C", "O", "O", "F", "H", "H", "H", "C", "C", "O", "C", "O", "O", "F", "H", "H", "H", "C", "C", "O", "C", "O", "O", "F", "H", "H", "H", "C", "C", "O", "C", "C", "H", "H", "H", "H", "H", "H", "H", "H", "H", "H", "C", "C", "O", "C", "C", "H", "H", "H", "H", "H", "H", "H", "H", "H", "H", "O", "C", "O", "C", "C", "C", "H", "H", "H", "H", "H", "H", "H", "H", "O", "C", "O", "C", "C", "C", "H", "H", "H", "H", "H", "H", "H", "H", "O", "C", "O", "C", "C", "C", "H", "H", "H", "H", "H", "H", "H", "H", "O", "C", "O", "C", "C", "C", "H", "H", "H", "H", "H", "H", "H", "H", "O", "C", "O", "C", "C", "C", "H", "H", "H", "H", "H", "H", "H", "H"], "positions_angstrom": [[3.9492, -0.6740, -2.5739], [2.9472, -0.8296, -3.6755], [2.2808, -2.0311, -3.4045], [2.5000, -2.3443, -2.1496], [1.9553, -3.1712, -1.4843], [3.3620, -1.4672, -1.5813], [3.4939, -0.9053, -4.8781], [4.2069, 0.3303, -2.2379], [4.9145, -1.0756, -2.8820], [2.2203, -0.0224, -3.5852], [4.9184, 5.6971, -0.6172], [3.5258, 5.5618, -0.0082], [3.2119, 4.2965, -0.3869], [3.9207, 3.9797, -1.5316], [3.6529, 3.0367, -2.2632], [4.8368, 4.9356, -1.7662], [2.6938, 6.4096, -0.5384], [5.6376, 5.1835, 0.0209], [5.2362, 6.7320, -0.7433], [3.5670, 5.7326, 1.0676], [-1.6557, 3.9074, 3.1599], [-1.0706, 4.5104, 4.4282], [-0.0266, 5.3330, 4.0084], [0.2631, 5.0300, 2.6925], [1.2184, 5.5362, 2.0899], [-0.6115, 4.1715, 2.2073], [-0.3871, 3.5107, 5.0465], [-2.5764, 4.3733, 2.8085], [-1.6664, 2.8310, 3.3309], [-1.7604, 4.8800, 5.1869], [0.0390, -5.7668, 3.1818], [-0.0128, -5.5737, 1.6874], [-1.3691, -5.3295, 1.5146], [-2.0565, -5.8036, 2.5532], [-3.2738, -5.7959, 2.7503], [-1.1868, -6.2506, 3.4278], [0.3418, -6.7359, 1.1428], [0.1658, -4.7922, 3.6531], [0.8612, -6.4279, 3.4557], [0.7092, -4.8256, 1.3600], [-5.1813, -5.5858, -0.1763], [-3.7460, -5.8482, -0.5795], [-3.4108, -4.4949, -1.0607], [-4.5626, -3.8171, -1.3423], [-4.6108, -2.7545, -2.0105], [-5.6282, -4.5170, -0.9543], [-3.7402, -6.6680, -1.5937], [-5.2045, -5.2656, 0.8653], [-5.6870, -6.5442, -0.2938], [-3.1443, -6.2138, 0.2525], [-0.3486, 0.8955, -3.6796], [0.3051, 2.2562, -3.8700], [-0.0941, 3.1260, -2.7651], [0.4775, 4.4123, -2.8581], [-0.4305, 5.2326, -1.9599], [-0.0354, 0.1387, -4.3988], [-0.1623, 0.5188, -2.6739], [-1.4359, 0.9382, -3.7428], [1.3941, 2.2157, -3.8520], [0.0826, 2.6075, -4.8776], [1.5259, 4.5082, -2.5756], [0.3841, 4.8200, -3.8646], [-0.3688, 4.9647, -0.9051], [-1.4902, 5.2390, -2.2148], [-0.1141, 6.2735, -1.8926], [2.0983, 1.9853, 4.5309], [2.0453, 0.8781, 3.5067], [2.6970, -0.2726, 4.0679], [2.3580, -1.4101, 3.3408], [3.0871, -2.6479, 3.8424], [3.1181, 2.0030, 4.9151], [1.8654, 2.9829, 4.1585], [1.5013, 1.8127, 5.4264], [0.9803, 0.7871, 3.2928], [2.4322, 1.2078, 2.5425], [1.2829, -1.5445, 3.4596], [2.4928, -1.2267, 2.2748], [4.1547, -2.4303, 3.8100], [2.7970, -3.4640, 3.1807], [2.7506, -2.8769, 4.8535], [-1.7907, -4.3085, -5.1350], [-1.1847, -3.2810, -4.8339], [-0.4227, -2.5953, -5.6419], [-0.2815, -2.7887, -7.0265], [0.0314, -1.2988, -7.4940], [-1.1830, -2.7730, -3.3975], [-1.2154, -3.1716, -7.4380], [0.3486, -3.6301, -7.3149], [-0.0036, -1.2661, -8.5829], [1.0365, -1.0190, -7.1784], [-0.7437, -0.6220, -7.1343], [-1.7405, -1.8386, -3.3339], [-0.1922, -2.6528, -2.9593], [-1.7426, -3.5131, -2.8255], [6.7269, 1.4721, 3.4370], [5.8454, 2.1529, 2.8864], [5.0463, 1.7822, 1.8833], [5.0559, 0.4470, 1.3917], [6.0666, 0.2468, 0.2239], [5.8090, 3.6065, 3.1220], [4.0203, 0.3396, 1.0689], [5.2219, -0.3256, 2.1425], [7.0281, 0.7222, 0.4177], [5.7171, 0.7122, -0.6977], [6.3007, -0.8130, 0.1232], [6.3360, 4.1864, 2.3643], [6.1445, 3.8538, 4.1292], [4.7694, 3.9299, 3.1739], [-2.6665, -2.5452, 4.5073], [-2.7784, -1.4953, 3.9252], [-3.6186, -1.2381, 2.8958], [-4.3010, -2.3168, 2.3229], [-5.3076, -1.6581, 1.4078], [-1.9485, -0.2259, 4.3896], [-4.8180, -2.8647, 3.1106], [-3.6786, -2.9455, 1.6861], [-5.0159, -0.9214, 0.6593], [-6.0365, -1.1316, 2.0239], [-5.8920, -2.4683, 0.9715], [-2.4878, 0.6006, 4.8524], [-1.4151, 0.2266, 3.5536], [-1.1765, -0.6807, 5.0102], [-6.2447, 2.4191, -1.4104], [-5.9720, 1.2798, -1.7053], [-4.7940, 0.6436, -1.5609], [-3.6024, 1.2481, -1.2087], [-3.3194, 1.2752, 0.2823], [-7.1533, 0.3576, -1.9894], [-3.5731, 2.2646, -1.6010], [-2.8114, 0.7779, -1.7930], [-3.2731, 0.2719, 0.7057], [-4.1058, 1.8042, 0.8207], [-2.3789, 1.7934, 0.4698], [-7.5045, 0.6650, -2.9744], [-7.8652, 0.4957, -1.1756], [-6.7833, -0.6619, -2.0987], [-0.0198, -0.8436, 1.6353], [-0.3749, -1.0511, 0.4718], [0.2094, -0.4556, -0.5812], [1.1562, 0.5563, -0.4847], [0.6258, 1.9080, 0.0282], [-1.4209, -2.0249, -0.0162], [1.5473, 0.6379, -1.4989], [1.9612, 0.1917, 0.1534], [-0.1772, 2.2384, -0.6308], [1.2683, 2.7869, 0.0802], [0.3754, 1.8092, 1.0844], [-1.8641, -1.6025, -0.9180], [-2.1984, -2.0421, 0.7475], [-0.9808, -3.0110, -0.1644]], "forces_ev_per_angstrom": [[1.435, -0.108, -0.440], [-0.476, 1.444, 0.266], [-0.191, -0.541, -0.757], [-0.462, -0.077, 2.215], [-0.019, -0.294, -0.515], [0.400, -0.227, 1.064], [0.303, 0.116, -0.942], [-0.874, 0.119, 0.034], [0.069, -0.454, -0.100], [-0.232, 0.089, -0.736], [0.475, 0.926, 1.858], [3.108, 0.521, 1.489], [-0.367, -2.294, -0.783], [-1.323, -1.275, -1.799], [0.902, 1.890, 2.018], [-0.389, -1.268, -1.437], [-1.965, 1.798, -1.192], [0.114, 0.265, 0.403], [-0.140, -0.188, -0.553], [-0.397, -0.546, 0.084], [0.565, 0.313, 0.126], [0.430, -0.416, -0.117], [-0.599, 0.893, -0.935], [2.908, 2.368, -0.885], [-2.861, -1.872, 1.811], [-0.237, -0.298, -0.484], [0.142, -1.556, 1.102], [-0.004, -0.310, 0.080], [-0.643, 0.076, -0.337], [0.165, 0.772, -0.414], [2.675, 1.338, -0.584], [1.232, 0.260, 1.661], [-0.425, 1.168, -2.270], [-3.759, 0.008, 1.646], [3.372, 0.024, -1.515], [-2.024, -1.901, 2.609], [0.020, -1.244, -1.357], [0.085, 0.141, 0.341], [-0.330, -0.147, 0.141], [-0.799, 0.459, -0.625], [0.580, -1.183, 1.737], [-1.434, 2.801, 0.972], [0.263, -0.558, 0.563], [0.242, 2.973, -3.440], [0.374, -3.769, 3.004], [-0.335, 0.475, -0.513], [0.693, -1.405, -1.779], [-0.096, -0.251, 0.170], [-0.705, 0.492, -0.266], [0.355, 0.459, -0.467], [-0.147, 0.050, 0.525], [0.027, -0.207, 0.832], [0.639, -1.316, -1.861], [-1.679, 0.895, 0.373], [0.414, 1.231, 0.972], [0.208, 0.117, -0.116], [0.142, -0.108, -0.098], [-0.061, 0.315, -0.214], [0.294, -0.322, 0.133], [-0.497, 0.710, 0.136], [0.059, -0.483, 0.192], [0.049, -0.188, -0.327], [0.091, -0.648, 0.045], [0.172, -0.289, -0.410], [0.093, 0.218, -0.460], [1.400, 0.145, 0.786], [-0.789, 2.220, 1.623], [-1.314, 0.618, -1.621], [1.062, -1.711, 0.785], [-0.412, 0.903, -0.179], [0.233, 0.372, -0.010], [-0.035, -0.289, -0.290], [-0.356, -0.241, -0.328], [-0.214, -1.460, -0.275], [0.816, -0.507, -0.252], [-0.749, 0.213, -0.167], [-0.148, 0.316, -0.373], [0.045, -0.477, 0.066], [0.323, -0.060, 0.038], [0.239, -0.068, 0.014], [0.800, 1.684, -0.087], [-1.074, -2.857, 0.837], [1.042, 0.901, 0.965], [-1.222, 1.299, -1.077], [0.042, -2.184, -0.771], [-0.500, -0.240, -0.274], [-0.489, 0.528, 0.032], [1.022, 0.537, 0.415], [0.130, 0.075, -0.072], [-0.171, 0.156, 0.154], [0.169, -0.167, 0.248], [0.101, 0.158, -0.045], [0.015, 0.055, -0.309], [0.089, 0.092, 0.001], [-2.754, 0.419, -1.387], [4.050, -1.004, 0.783], [-0.323, -0.030, 0.502], [0.430, -0.550, -1.040], [-0.259, 0.405, 0.705], [-1.483, 1.067, 1.096], [0.051, -0.286, -0.459], [0.301, 0.411, 0.461], [-0.069, 0.087, 0.456], [-0.168, -0.311, -0.004], [-0.318, 0.008, -0.326], [0.037, -0.221, 0.036], [0.639, -0.220, -0.264], [-0.204, 0.232, -0.562], [-0.051, 0.255, -0.810], [0.180, 1.467, 0.753], [2.156, 0.691, 1.223], [-1.262, 0.271, -1.081], [-1.663, -0.341, 0.494], [0.028, -1.247, -1.001], [0.210, -0.369, -0.213], [0.467, -0.278, 0.622], [0.620, -0.562, -0.060], [-0.048, 0.127, 0.180], [-0.006, 0.100, -0.515], [-0.296, -0.526, 0.304], [-0.188, -0.182, -0.428], [-0.219, 0.398, 0.486], [1.567, 0.239, -0.364], [-1.789, 0.112, 1.687], [-1.275, -1.194, -0.632], [1.204, 1.829, -0.234], [-0.214, -0.246, 0.013], [1.742, -0.345, -0.797], [-0.251, 0.332, 0.159], [0.030, -0.541, 0.281], [0.156, 0.000, -0.008], [-0.090, 0.081, -0.082], [0.100, -0.027, -0.051], [-0.573, 0.031, 0.229], [-0.060, -0.067, -0.383], [-0.314, -0.136, 0.245], [-0.352, -0.187, -1.219], [0.946, 0.115, 0.347], [-1.769, -0.806, 0.008], [1.602, 1.550, 0.609], [-0.243, -0.317, 0.176], [-0.124, 1.056, 0.765], [0.089, 0.228, 0.139], [0.288, 0.019, 0.074], [-0.363, -0.132, 0.427], [0.852, -0.468, -0.660], [-0.830, -0.228, -0.056], [0.117, -0.442, -0.135], [0.135, -0.334, -0.042], [-0.117, 0.075, -0.153]], "mulliken_spin": [0.00, 0.00, 0.00, 0.00, 0.00, 0.00, 0.00, 0.00, 0.00, 0.00, 0.00, 0.00, 0.00, 0.00, 0.00, 0.00, 0.00, 0.00, 0.00, 0.00, 0.00, 0.00, 0.00, 0.00, 0.00, 0.00, 0.00, 0.00, 0.00, 0.00, 0.00, 0.00, 0.00, 0.00, 0.00, 0.00, 0.00, 0.00, 0.00, 0.00, 0.00, 0.00, 0.00, 0.00, 0.00, 0.00, 0.00, 0.00, 0.00, 0.00, 0.00, 0.00, 0.00, 0.00, 0.00, 0.00, 0.00, 0.00, 0.00, 0.00, 0.00, 0.00, 0.00, 0.00, 0.00, -0.01, 0.14, 0.66, 0.13, 0.00, 0.00, 0.00, 0.01, 0.00, 0.00, 0.03, 0.03, 0.00, 0.00, 0.00, 0.00, 0.00, 0.00, 0.00, 0.00, 0.00, 0.00, 0.00, 0.00, 0.00, 0.00, 0.00, 0.00, 0.00, 0.00, 0.00, -0.01, -0.01, 0.00, 0.00, 0.01, 0.00, 0.00, 0.00, 0.00, 0.00, 0.00, 0.00, 0.00, 0.00, 0.00, 0.00, 0.00, 0.00, 0.00, 0.00, 0.00, 0.00, 0.00, 0.00, 0.00, 0.00, 0.00, 0.00, 0.00, 0.00, 0.00, 0.00, 0.00, 0.00, 0.00, 0.00, 0.00, 0.00, 0.00, 0.00, 0.01, 0.00, 0.00, 0.00, 0.00, 0.00, 0.00, 0.00, 0.00, 0.00, 0.00, 0.00, 0.00, 0.00]}

---

{"formula": "HN2O2S", "method": "ωB97M-V with the def2-TZVPD basis set", "e_above_lowest_kcal_mol": 173.1, "total_charge": 1, "energy_ev": -17910.24350, "homo_lumo_gap_ev": [3.74, 3.76], "homo_ev": [-13.10, -13.10], "elements": ["N", "N", "O", "O", "S", "H"], "positions_angstrom": [[-0.3929, -0.4500, -1.3041], [-1.4455, -2.9499, -0.6582], [-1.0084, -3.8847, -0.2825], [-0.1188, 0.4667, -2.0604], [0.4560, 1.9614, -1.9301], [-0.0547, -0.3342, -0.4111]], "forces_ev_per_angstrom": [[-1.459, -2.940, -0.904], [1.820, -4.001, 1.506], [-1.791, 4.328, -1.794], [-0.180, 1.320, -2.646], [0.316, 0.007, 0.683], [1.295, 1.286, 3.155]], "mulliken_charge": [-0.08, 0.68, 0.18, -0.10, 0.09, 0.23]}